Entry 1:
A 2-piece molecular cluster, C2H6NP overall at a distorted geometry. Source: OMol25; level of theory: ωB97M-V/def2-TZVPD.

Geometry (Å):
C 1.408 0.866 0.014
C -0.067 -0.949 -0.104
N -1.321 -0.776 0.239
P -2.273 0.534 -0.047
H 2.124 0.437 0.650
H 1.621 0.923 -1.019
H 0.729 1.664 0.200
H 0.447 -1.807 0.538
H 0.527 -0.696 -1.050
H -3.193 -0.196 0.580

Properties
E_LUMO (spin up / spin down): 0.036 / -0.057 Ha
multiplicity: 3
energy above the lowest of the compared OMol25 structures with the same formula, charge and spin: 1.2837 eV
HOMO (spin up / spin down): -7.05 / -8.84 eV
<S²>: 2.01
molecular weight: 75.1 g mol⁻¹

Entry 2:
A 2-piece molecular cluster, C4H8NO3 overall at a distorted geometry. Source: OMol25; level of theory: ωB97M-V/def2-TZVPD.

Geometry (Å):
C -1.076 0.096 2.858
C -0.311 0.131 1.599
O 0.914 0.230 1.576
N -1.009 0.140 0.431
H -0.486 -0.004 -0.433
H -1.985 -0.041 0.268
H -0.902 -0.886 3.309
H -2.151 0.244 2.790
H -0.679 0.868 3.517
C 1.400 -0.676 -2.067
C 0.684 0.645 -2.568
O -0.564 0.668 -2.373
O 1.431 1.465 -3.128
H 0.790 -1.554 -2.280
H 1.553 -0.549 -0.990
H 2.390 -0.779 -2.510

Properties
E_LUMO: 0.126 Ha
energy above the lowest of the compared OMol25 structures with the same formula, charge and spin: 0.7386 eV
total charge: -1
HOMO: -4.04 eV
molecular weight: 118.1 g mol⁻¹

Entry 3:
C2H3N3O in the gas phase at a distorted geometry. Source: OMol25; level of theory: ωB97M-V/def2-TZVPD.

Geometry (Å):
N -0.666 -1.690 -0.007
C -0.236 -0.497 0.383
N 0.912 0.016 0.258
C 0.908 1.370 0.169
N -0.255 1.983 0.188
O -1.198 1.171 -0.101
H -0.072 -2.192 -0.644
H -1.423 -2.201 0.413
H 1.813 1.942 0.148

Properties
E_LUMO (spin up / spin down): -0.006 / -0.006 Ha
energy above the lowest of the compared OMol25 structures with the same formula, charge and spin: 3.5581 eV
HOMO (spin up / spin down): -8.98 / -8.98 eV
molecular weight: 85.1 g mol⁻¹

Entry 4:
A 19-piece molecular cluster, C76H209N19O19 overall at a distorted geometry. Source: OMol25; level of theory: ωB97M-V/def2-TZVPD.

Geometry (Å):
C 1.922 -4.224 -4.971
C 2.779 -4.256 -3.706
C 3.723 -5.441 -3.599
O 4.544 -5.345 -2.455
C 5.622 -6.341 -2.390
N 3.439 -3.005 -3.767
H 1.361 -3.291 -4.928
H 1.146 -4.989 -4.991
H 2.479 -4.265 -5.907
H 2.149 -4.386 -2.826
H 4.414 -5.445 -4.442
H 3.181 -6.382 -3.698
H 6.081 -6.403 -1.403
H 6.443 -6.139 -3.078
H 5.234 -7.322 -2.664
H 4.077 -2.942 -2.986
H 4.121 -3.007 -4.511
C -7.190 -0.873 -4.436
C -5.672 -0.909 -4.099
C -5.442 -1.332 -2.672
O -4.080 -1.460 -2.225
C -4.034 -1.787 -0.866
N -5.145 -1.912 -4.993
H -7.751 -0.105 -3.903
H -7.670 -1.826 -4.216
H -7.435 -0.617 -5.467
H -5.253 0.066 -4.346
H -5.985 -2.256 -2.472
H -6.007 -0.697 -1.989
H -4.663 -2.616 -0.542
H -4.283 -0.846 -0.375
H -3.019 -2.065 -0.584
H -4.177 -2.028 -4.729
H -5.619 -2.783 -4.802
C -6.161 -6.464 -7.235
C -7.140 -6.333 -6.003
C -7.160 -5.011 -5.258
O -5.838 -4.583 -4.986
C -5.066 -5.330 -4.153
N -8.371 -6.945 -6.371
H -5.113 -6.550 -6.947
H -6.190 -5.579 -7.871
H -6.456 -7.298 -7.872
H -6.681 -7.060 -5.333
H -7.726 -4.980 -4.327
H -7.592 -4.253 -5.912
H -5.570 -5.609 -3.228
H -4.267 -4.705 -3.755
H -4.582 -6.181 -4.633
H -8.273 -7.625 -7.112
H -8.727 -7.439 -5.565
C -0.896 1.583 5.271
C -1.048 2.932 5.895
C -0.143 3.025 7.176
O -0.192 4.270 7.837
C 0.772 4.455 8.822
N -0.704 3.944 4.910
H -1.204 0.756 5.911
H 0.150 1.431 5.004
H -1.439 1.577 4.326
H -2.086 3.150 6.146
H 0.863 2.863 6.788
H -0.449 2.223 7.847
H 0.475 4.094 9.807
H 0.759 5.538 8.943
H 1.759 4.130 8.495
H -0.948 4.882 5.194
H -1.197 3.845 4.034
C -0.113 4.961 -5.731
C -1.502 5.123 -5.114
C -1.494 5.307 -3.629
O -2.812 5.254 -2.971
C -2.746 5.522 -1.581
N -2.270 6.127 -5.770
H 0.579 5.757 -5.457
H -0.132 5.017 -6.819
H 0.371 4.014 -5.496
H -2.022 4.175 -5.253
H -0.910 6.193 -3.376
H -0.818 4.520 -3.295
H -2.190 6.435 -1.371
H -2.098 4.751 -1.163
H -3.767 5.615 -1.212
H -3.212 6.042 -5.415
H -2.228 5.897 -6.752
C -1.636 -3.609 7.582
C -1.445 -2.116 7.258
C -0.596 -1.312 8.293
O -1.222 -1.408 9.538
C -0.803 -0.482 10.530
N -0.885 -2.026 5.940
H -0.688 -4.128 7.719
H -2.072 -4.148 6.740
H -2.270 -3.867 8.431
H -2.439 -1.673 7.204
H -0.525 -0.261 8.013
H 0.365 -1.822 8.359
H -0.882 0.555 10.203
H 0.248 -0.585 10.800
H -1.405 -0.619 11.428
H -0.774 -1.054 5.688
H -1.614 -2.354 5.323
C -4.705 3.639 3.191
C -3.526 3.296 2.296
C -3.952 2.811 0.923
O -2.918 2.574 -0.075
C -3.547 2.082 -1.268
N -2.707 4.535 2.401
H -5.447 4.373 2.878
H -4.309 3.930 4.164
H -5.317 2.758 3.383
H -2.921 2.546 2.805
H -4.673 3.529 0.533
H -4.391 1.821 1.052
H -4.171 2.819 -1.773
H -4.123 1.161 -1.175
H -2.815 1.796 -2.023
H -3.155 5.304 1.923
H -1.861 4.372 1.875
C 1.782 1.166 1.205
C 0.444 1.172 0.479
C -0.099 -0.245 0.046
O 0.559 -0.889 -1.028
C -0.004 -2.089 -1.428
N -0.517 1.782 1.382
H 2.591 0.508 0.889
H 1.569 0.813 2.214
H 2.155 2.190 1.225
H 0.424 1.807 -0.406
H -1.147 -0.089 -0.213
H -0.046 -0.835 0.961
H -0.338 -2.680 -0.575
H 0.752 -2.710 -1.907
H -0.851 -1.887 -2.084
H -0.304 2.763 1.488
H -1.410 1.792 0.911
C 4.418 -0.721 3.453
C 4.645 -0.323 4.919
C 5.706 -1.137 5.619
O 5.986 -0.698 6.986
C 7.086 -1.293 7.568
N 4.978 1.044 5.010
H 5.357 -0.603 2.911
H 3.744 -0.008 2.979
H 4.183 -1.786 3.453
H 3.679 -0.401 5.418
H 6.623 -1.162 5.031
H 5.326 -2.158 5.643
H 7.044 -0.879 8.576
H 7.992 -1.097 6.995
H 6.959 -2.369 7.688
H 5.865 1.316 4.612
H 5.146 1.249 5.985
C -1.669 -3.124 -9.310
C -2.334 -3.702 -8.081
C -2.004 -2.965 -6.779
O -2.308 -3.739 -5.668
C -1.918 -3.093 -4.445
N -3.832 -3.694 -8.275
H -2.110 -2.199 -9.683
H -1.731 -3.765 -10.189
H -0.605 -3.010 -9.102
H -1.929 -4.707 -7.957
H -2.483 -1.988 -6.708
H -0.941 -2.730 -6.834
H -2.036 -3.846 -3.665
H -2.446 -2.181 -4.167
H -0.874 -2.826 -4.284
H -4.135 -4.106 -7.404
H -4.243 -2.771 -8.253
C 2.252 -4.749 3.707
C 1.479 -3.505 3.187
C -0.016 -3.775 2.957
O -0.334 -4.785 2.007
C -1.718 -4.691 1.638
N 1.646 -2.375 4.020
H 3.286 -4.531 3.971
H 2.226 -5.473 2.892
H 1.685 -5.227 4.506
H 1.927 -3.184 2.247
H -0.428 -2.838 2.584
H -0.558 -3.962 3.884
H -2.301 -4.841 2.546
H -1.911 -5.552 0.998
H -1.939 -3.705 1.230
H 1.383 -1.563 3.480
H 1.093 -2.354 4.865
C -1.529 9.170 3.484
C -2.367 7.980 3.061
C -2.663 7.900 1.594
O -3.481 6.827 1.119
C -4.888 6.899 1.522
N -1.474 6.902 3.413
H -1.277 9.309 4.535
H -2.117 10.060 3.259
H -0.595 9.290 2.935
H -3.267 7.890 3.669
H -1.680 7.855 1.124
H -3.044 8.863 1.255
H -5.107 6.864 2.589
H -5.443 6.068 1.085
H -5.314 7.850 1.202
H -1.977 6.042 3.246
H -1.351 6.932 4.415
C 2.857 3.928 5.200
C 2.805 4.474 3.711
C 4.047 4.227 2.828
O 5.173 5.091 3.235
C 6.398 4.542 2.844
N 1.598 3.900 3.161
H 2.061 4.375 5.796
H 3.808 4.049 5.719
H 2.563 2.878 5.177
H 2.614 5.547 3.698
H 3.902 4.361 1.756
H 4.240 3.159 2.921
H 6.341 3.488 3.115
H 7.138 5.104 3.414
H 6.477 4.640 1.761
H 1.057 3.867 4.013
H 1.731 2.899 3.139
C 2.157 0.248 -6.338
C 2.630 0.836 -5.006
C 1.630 0.820 -3.958
O 0.414 1.478 -4.363
C -0.616 1.377 -3.322
N 3.876 0.108 -4.597
H 1.757 -0.754 -6.179
H 2.788 0.242 -7.227
H 1.304 0.865 -6.621
H 2.978 1.851 -5.198
H 2.060 1.339 -3.101
H 1.400 -0.178 -3.583
H -1.173 2.309 -3.416
H -0.207 1.296 -2.315
H -1.309 0.548 -3.468
H 4.393 0.614 -3.892
H 3.568 -0.698 -4.071
C 1.458 6.588 0.565
C 0.437 5.615 -0.050
C 1.246 4.690 -0.990
O 1.779 5.365 -2.152
C 2.384 4.508 -3.157
N -0.087 4.888 1.065
H 0.992 7.150 1.374
H 1.829 7.317 -0.157
H 2.355 6.114 0.963
H -0.243 6.242 -0.627
H 0.516 3.928 -1.264
H 2.026 4.100 -0.509
H 3.130 3.832 -2.739
H 2.811 5.127 -3.946
H 1.627 3.865 -3.607
H 0.710 4.654 1.640
H -0.446 5.653 1.618
C -2.080 -8.146 -5.264
C -1.081 -7.204 -4.599
C -1.174 -7.010 -3.065
O -0.099 -6.072 -2.790
C -0.224 -5.621 -1.437
N 0.229 -7.832 -4.893
H -1.799 -8.496 -6.257
H -2.964 -7.552 -5.495
H -2.260 -9.052 -4.686
H -1.315 -6.236 -5.044
H -1.174 -7.895 -2.430
H -2.144 -6.582 -2.811
H -1.144 -5.105 -1.160
H 0.623 -5.033 -1.084
H -0.175 -6.440 -0.720
H 0.174 -8.728 -4.430
H 0.972 -7.362 -4.396
C -2.919 -0.665 2.265
C -3.963 -1.322 3.194
C -4.531 -0.250 4.187
O -3.569 0.233 5.096
C -4.122 1.089 6.098
N -4.970 -1.940 2.486
H -2.266 0.053 2.761
H -3.243 -0.016 1.452
H -2.249 -1.437 1.885
H -3.521 -2.115 3.798
H -5.387 -0.636 4.741
H -4.907 0.538 3.535
H -4.955 0.590 6.594
H -4.487 1.923 5.499
H -3.437 1.456 6.862
H -4.584 -2.784 2.087
H -5.643 -2.309 3.143
C 5.383 1.123 0.189
C 5.412 1.744 -1.242
C 6.638 2.678 -1.583
O 6.708 3.902 -0.874
C 5.506 4.708 -0.863
N 5.402 0.611 -2.189
H 6.414 0.833 0.392
H 4.678 0.308 0.354
H 5.218 1.834 0.998
H 4.428 2.183 -1.404
H 6.564 2.860 -2.655
H 7.548 2.082 -1.520
H 4.808 4.214 -0.188
H 4.994 4.864 -1.812
H 5.775 5.697 -0.492
H 5.122 -0.147 -1.583
H 6.321 0.427 -2.565
C 6.986 -2.839 -3.091
C 7.216 -2.430 -1.636
C 6.150 -2.810 -0.538
O 4.924 -2.045 -0.732
C 3.876 -2.699 -0.004
N 8.559 -2.875 -1.358
H 6.096 -2.287 -3.391
H 6.932 -3.918 -3.239
H 7.790 -2.539 -3.763
H 7.366 -1.354 -1.551
H 6.520 -2.583 0.462
H 6.039 -3.890 -0.636
H 2.897 -2.223 -0.057
H 4.204 -2.668 1.035
H 3.795 -3.773 -0.173
H 9.204 -2.277 -1.855
H 8.728 -2.582 -0.407

Properties
E_LUMO: 0.008 Ha
energy above the lowest of the compared OMol25 structures with the same formula, charge and spin: 5.1265 eV
HOMO: -8.28 eV
molecular weight: 1693.6 g mol⁻¹

Entry 5:
An isolated ion of composition C6H7Cl2NP and charge +1 at a distorted geometry. Source: OMol25; level of theory: ωB97M-V/def2-TZVPD.

Geometry (Å):
C -1.743 1.348 0.436
C -0.627 2.031 0.460
C -1.723 -0.103 0.174
C 0.725 1.601 0.024
C -0.964 -1.060 -0.031
C -0.423 -2.254 -0.549
N 1.143 0.443 0.043
P 2.613 -0.119 -0.684
Cl 2.757 -1.785 0.465
Cl 4.004 1.054 0.264
H -2.710 1.774 0.725
H -0.680 3.065 0.549
H -2.813 -0.449 0.469
H 1.453 2.318 -0.126
H 0.503 -2.597 0.009
H -1.191 -3.097 -0.575
H -0.323 -2.171 -1.653

Properties
E_LUMO: -0.211 Ha
energy above the lowest of the compared OMol25 structures with the same formula, charge and spin: 3.6342 eV
total charge: +1
HOMO: -13.42 eV
molecular weight: 195.0 g mol⁻¹

Entry 6:
C3H5N3 in the gas phase. Source: OMol25; level of theory: ωB97M-V/def2-TZVPD.

Geometry (Å):
N 1.581 0.656 0.037
C 0.240 0.071 0.095
C -0.786 -0.085 -0.808
N -1.720 -0.709 -0.056
N -1.329 -0.939 1.233
C -0.081 -0.454 1.369
H 1.622 1.665 -0.127
H 2.248 0.188 -0.581
H -0.957 0.161 -1.848
H -2.637 -1.005 -0.354
H 1.820 0.450 1.040

Properties
E_LUMO: 0.003 Ha
energy above the lowest of the compared OMol25 structures with the same formula, charge and spin: 4.0962 eV
HOMO: -7.13 eV
molecular weight: 83.1 g mol⁻¹

Entry 7:
C39H56AsIrN5SSi3 as an isolated structure. Source: OMol25; level of theory: ωB97M-V/def2-TZVPD.

Geometry (Å):
Ir -1.206 0.180 0.005
C -2.687 2.716 -0.327
N -2.931 1.276 -0.579
C -4.035 0.871 0.343
C -3.975 -0.593 0.617
C -5.095 -1.391 0.709
C -4.937 -2.745 0.982
C -3.654 -3.241 1.132
C -2.581 -2.377 1.017
N -2.727 -1.072 0.787
C -3.242 0.953 -1.995
C -2.654 -0.374 -2.430
C -3.092 -0.961 -3.602
C -2.454 -2.099 -4.075
C -1.388 -2.615 -3.353
C -1.017 -1.993 -2.178
N -1.635 -0.904 -1.710
C -1.924 2.857 0.963
C -2.005 4.014 1.706
C -1.242 4.139 2.862
C -0.428 3.086 3.231
C -0.422 1.941 2.454
N -1.150 1.809 1.349
H -3.631 3.268 -0.292
H -2.121 3.139 -1.157
H -4.996 1.191 -0.064
H -3.875 1.400 1.285
H -6.076 -0.959 0.569
H -5.797 -3.396 1.060
H -3.471 -4.289 1.330
H -1.569 -2.741 1.105
H -2.804 1.732 -2.623
H -4.320 0.969 -2.165
H -3.917 -0.520 -4.146
H -2.780 -2.568 -4.993
H -0.849 -3.490 -3.687
H -0.193 -2.358 -1.579
H -2.659 4.813 1.384
H -1.291 5.041 3.458
H 0.193 3.135 4.115
H 0.185 1.089 2.718
C 2.675 1.529 2.348
Si 2.871 -0.212 1.689
C 3.828 -0.269 0.080
C 3.947 -1.107 2.920
As 0.629 -1.193 1.267
Si 1.356 -3.359 0.399
C 2.453 -4.189 1.664
C 2.242 -3.045 -1.229
C -0.086 -4.529 0.105
Si -0.251 -1.822 3.495
C -1.717 -0.743 3.940
C -0.794 -3.613 3.535
C 1.090 -1.622 4.767
H 3.687 1.884 2.565
H 2.134 1.571 3.292
H 2.216 2.228 1.652
H 4.617 0.488 0.120
H 3.251 -0.113 -0.826
H 4.336 -1.232 -0.004
H 4.913 -0.600 2.816
H 4.121 -2.158 2.703
H 3.650 -0.998 3.957
H 3.510 -3.996 1.479
H 2.303 -5.267 1.573
H 2.228 -3.919 2.697
H 3.316 -3.175 -1.100
H 2.084 -2.047 -1.643
H 1.921 -3.776 -1.975
H -0.591 -4.813 1.027
H 0.371 -5.442 -0.287
H -0.841 -4.215 -0.619
H -2.422 -0.612 3.118
H -1.432 0.236 4.320
H -2.249 -1.252 4.748
H -1.809 -3.768 3.172
H -0.791 -3.897 4.591
H -0.121 -4.302 3.030
H 1.398 -0.584 4.913
H 1.970 -2.227 4.565
H 0.673 -1.970 5.716
N -0.057 1.411 -1.223
S 1.464 1.415 -1.772
C 1.361 1.434 -3.561
C 0.284 0.824 -4.183
C 0.257 0.755 -5.569
C 1.307 1.276 -6.313
C 2.390 1.866 -5.674
C 2.426 1.948 -4.291
C 2.121 3.038 -1.494
C 1.461 4.156 -1.995
C 1.990 5.410 -1.750
C 3.175 5.537 -1.029
C 3.836 4.414 -0.556
C 3.309 3.149 -0.787
H -0.481 2.310 -1.427
H -0.517 0.410 -3.593
H -0.583 0.293 -6.070
H 1.284 1.222 -7.392
H 3.208 2.269 -6.254
H 3.267 2.416 -3.797
H 0.574 4.050 -2.612
H 1.499 6.290 -2.144
H 3.591 6.519 -0.854
H 4.769 4.517 -0.019
H 3.827 2.264 -0.444

Properties
E_LUMO: -0.280 Ha
energy above the lowest of the compared OMol25 structures with the same formula, charge and spin: 0.3909 eV
total charge: +3
HOMO: -16.22 eV
molecular weight: 978.4 g mol⁻¹